Record 1
Here is a structure of composition C4H6GaO3 in a non-equilibrium geometry from the OMol25 dataset. Energies are from ωB97M-V/def2-TZVPD.

Cartesian coordinates (Å):
C (2.99, -0.65, 0.28)
C (1.82, -1.14, 0.32)
O (4.18, -0.37, 0.41)
H (1.11, -0.42, -0.22)
H (1.66, -2.22, 0.23)
H (4.65, -0.08, -0.40)
O (-0.09, 0.36, 0.03)
C (-0.98, -0.41, -0.24)
O (-2.31, 0.04, -0.18)
Ga (-2.28, -1.82, -0.37)
C (-2.62, 1.43, 0.00)
H (-2.23, 1.77, 0.97)
H (-2.18, 2.02, -0.81)
H (-3.71, 1.51, -0.02)

Summary:
* lowest unoccupied orbital energy (spin up / spin down): -18.00 / -18.40 eV
* HOMO energy (spin up / spin down): -0.8666 / -0.8531 hartree
* ΔE to the lowest compared entry with this formula, charge and spin: 1.579 eV
* HOMO-LUMO gap (spin up / spin down): 5.583 / 4.810 eV
* net charge: +3

Atomic partial charges in e from the natural (NBO) method, atoms 1 to 8: number 1, C, carries 0.8175; number 2, C, carries -0.5534; number 3, O, carries -0.4343; number 4, H, carries 0.3063; number 5, H, carries 0.3424; number 6, H, carries 0.5981; number 7, O, carries -0.2484; number 8, C, carries 0.5040

---

Record 2
Here is a structure of composition C36H30ClEuN5S in a non-equilibrium geometry from the OMol25 dataset. Energies are from ωB97M-V/def2-TZVPD.

Cartesian coordinates (Å):
Eu (1.47, 1.05, -0.21)
C (-4.53, 0.95, 0.45)
C (-3.85, 0.97, -0.77)
C (-2.59, 1.52, -0.86)
C (-1.97, 2.04, 0.28)
C (-2.67, 2.05, 1.49)
C (-3.93, 1.50, 1.57)
N (-0.64, 2.50, 0.23)
C (-0.45, 3.82, 0.34)
C (-1.51, 4.77, 0.23)
C (-1.26, 6.10, 0.34)
C (0.05, 6.59, 0.58)
C (1.09, 5.73, 0.67)
C (0.89, 4.33, 0.52)
N (1.87, 3.42, 0.48)
N (3.09, 3.78, 0.78)
C (4.09, 3.00, 0.32)
C (5.36, 3.10, 0.92)
C (6.43, 2.45, 0.34)
C (6.22, 1.76, -0.85)
C (4.94, 1.70, -1.37)
N (3.87, 2.26, -0.80)
H (-5.51, 0.51, 0.52)
H (-4.32, 0.56, -1.65)
H (-2.07, 1.59, -1.81)
H (-2.20, 2.48, 2.37)
H (-4.46, 1.53, 2.51)
H (-2.50, 4.40, 0.02)
H (-2.07, 6.80, 0.22)
H (0.20, 7.65, 0.68)
H (2.10, 6.07, 0.83)
H (5.46, 3.67, 1.83)
H (7.41, 2.49, 0.79)
H (7.04, 1.28, -1.36)
H (4.76, 1.19, -2.32)
N (-0.34, -0.55, -0.65)
S (-0.66, -2.13, -0.75)
C (-2.16, -2.20, -1.78)
C (-3.19, -3.10, -1.56)
C (-4.26, -3.13, -2.43)
C (-4.30, -2.29, -3.53)
C (-3.25, -1.40, -3.76)
C (-2.18, -1.36, -2.89)
C (-1.37, -2.58, 0.86)
C (-2.58, -2.07, 1.31)
C (-3.06, -2.45, 2.55)
C (-2.33, -3.33, 3.33)
C (-1.11, -3.81, 2.89)
C (-0.62, -3.44, 1.65)
H (-1.22, -0.07, -0.42)
H (-3.16, -3.77, -0.71)
H (-5.07, -3.83, -2.26)
H (-5.13, -2.33, -4.22)
H (-3.28, -0.74, -4.61)
H (-1.35, -0.69, -3.07)
H (-3.15, -1.40, 0.68)
H (-4.01, -2.08, 2.89)
H (-2.72, -3.64, 4.29)
H (-0.54, -4.50, 3.50)
H (0.32, -3.81, 1.29)
Cl (2.34, -6.71, 0.33)
C (2.57, -4.99, 0.18)
C (2.40, -4.38, -1.06)
C (2.60, -3.02, -1.17)
C (2.95, -2.23, -0.06)
C (3.23, -0.78, -0.21)
C (3.10, -2.88, 1.16)
C (2.91, -4.24, 1.29)
H (2.15, -4.98, -1.92)
H (2.50, -2.54, -2.14)
H (3.98, -0.50, 0.56)
H (3.73, -0.66, -1.19)
H (3.39, -2.29, 2.03)
H (3.06, -4.73, 2.24)

Summary:
* expectation value of S²: 15.769
* lowest unoccupied orbital energy (spin up / spin down): -0.98 / -0.95 eV
* HOMO energy (spin up / spin down): -0.2241 / -0.2293 hartree
* ΔE to the lowest compared entry with this formula, charge and spin: 0.316 eV
* HOMO-LUMO gap (spin up / spin down): 5.115 / 5.295 eV
* multiplicity: 8

Atomic partial charges in e from the Mulliken method, atoms 1 to 8: number 1, Eu, carries 1.2645; number 2, C, carries -0.7119; number 3, C, carries -0.2644; number 4, C, carries -0.0083; number 5, C, carries -0.4107; number 6, C, carries 0.1632; number 7, C, carries -0.7765; number 8, N, carries -0.2634

---

Record 3
Here is a cluster of 7 separate species, C35H65BNO12S6 in total from the OMol25 dataset. Energies are from ωB97M-V/def2-TZVPD.

Cartesian coordinates (Å):
C (7.72, 3.90, 0.81)
C (7.82, 4.44, -0.26)
C (7.81, 5.10, -1.56)
B (7.29, 6.68, -1.52)
C (5.87, 6.89, -0.70)
C (4.68, 7.09, -1.64)
C (3.32, 7.17, -0.93)
C (2.88, 5.94, -0.14)
N (2.99, 4.66, -0.82)
C (1.90, 3.91, -1.18)
C (2.31, 2.75, -1.77)
C (3.73, 2.78, -1.77)
C (4.11, 3.96, -1.18)
H (7.64, 3.55, 1.81)
H (7.22, 4.48, -2.24)
H (8.84, 5.07, -1.94)
H (7.14, 7.02, -2.70)
H (8.20, 7.37, -1.06)
H (5.96, 7.80, -0.10)
H (5.68, 6.08, 0.01)
H (4.83, 8.03, -2.16)
H (4.65, 6.32, -2.41)
H (3.39, 7.99, -0.21)
H (2.53, 7.46, -1.63)
H (3.39, 5.89, 0.83)
H (1.82, 6.04, 0.08)
H (0.88, 4.23, -1.00)
H (1.69, 1.95, -2.14)
H (4.41, 2.04, -2.16)
H (5.12, 4.30, -0.99)
C (-1.11, -2.19, 0.01)
C (-1.07, -1.05, 1.03)
C (-0.01, -0.05, 0.56)
S (0.06, -0.20, -1.23)
O (1.35, -0.73, -1.61)
O (-0.47, 0.98, -1.85)
C (-1.14, -1.52, -1.36)
H (-1.98, -2.84, 0.16)
H (-0.21, -2.80, 0.11)
H (-2.05, -0.57, 1.07)
H (-0.85, -1.42, 2.03)
H (-0.25, 0.98, 0.81)
H (0.98, -0.29, 0.95)
H (-0.85, -2.17, -2.18)
H (-2.11, -1.07, -1.56)
C (11.55, 2.82, -5.58)
C (12.86, 3.50, -5.15)
C (12.57, 5.00, -5.01)
S (10.82, 5.14, -4.59)
O (10.15, 5.80, -5.68)
O (10.69, 5.59, -3.24)
C (10.47, 3.39, -4.67)
H (11.61, 1.74, -5.50)
H (11.33, 3.07, -6.62)
H (13.18, 3.09, -4.18)
H (13.66, 3.32, -5.86)
H (13.15, 5.47, -4.22)
H (12.73, 5.53, -5.95)
H (9.45, 3.25, -5.05)
H (10.54, 3.00, -3.66)
C (-6.58, -1.87, 2.01)
C (-6.53, -0.72, 3.02)
C (-5.47, 0.28, 2.52)
S (-5.44, 0.11, 0.74)
O (-4.15, -0.40, 0.35)
O (-5.97, 1.31, 0.13)
C (-6.64, -1.21, 0.63)
H (-7.45, -2.51, 2.17)
H (-5.68, -2.49, 2.09)
H (-7.50, -0.23, 3.07)
H (-6.29, -1.08, 4.01)
H (-5.72, 1.31, 2.77)
H (-4.48, 0.03, 2.89)
H (-6.37, -1.86, -0.19)
H (-7.61, -0.75, 0.44)
C (-8.53, 0.38, 8.34)
C (-9.51, -0.70, 8.81)
C (-9.50, -1.81, 7.75)
S (-7.87, -1.77, 6.99)
O (-8.01, -1.39, 5.61)
O (-7.13, -2.94, 7.36)
C (-7.27, -0.36, 7.91)
H (-8.32, 1.10, 9.13)
H (-8.95, 0.92, 7.49)
H (-9.18, -1.10, 9.77)
H (-10.52, -0.30, 8.95)
H (-9.66, -2.80, 8.17)
H (-10.23, -1.63, 6.96)
H (-6.61, 0.23, 7.27)
H (-6.71, -0.74, 8.77)
C (-5.70, -7.39, 0.13)
C (-6.96, -6.77, 0.74)
C (-6.64, -5.30, 1.06)
S (-5.38, -4.81, -0.13)
O (-4.17, -4.51, 0.59)
O (-5.93, -3.87, -1.07)
C (-5.21, -6.40, -0.92)
H (-5.90, -8.37, -0.31)
H (-4.94, -7.53, 0.90)
H (-7.78, -6.83, 0.02)
H (-7.28, -7.30, 1.64)
H (-7.51, -4.65, 0.93)
H (-6.22, -5.18, 2.05)
H (-4.18, -6.55, -1.22)
H (-5.86, -6.40, -1.80)
C (0.39, -5.97, -3.86)
C (0.61, -4.95, -2.74)
C (-0.52, -5.15, -1.72)
S (-1.00, -6.87, -1.84)
O (-2.35, -6.96, -2.33)
O (-0.62, -7.58, -0.64)
C (0.12, -7.30, -3.17)
H (1.26, -6.04, -4.52)
H (-0.46, -5.68, -4.47)
H (1.57, -5.12, -2.26)
H (0.62, -3.93, -3.12)
H (-0.20, -4.94, -0.70)
H (-1.40, -4.54, -1.96)
H (-0.36, -8.04, -3.81)
H (1.02, -7.71, -2.72)

Summary:
* lowest unoccupied orbital energy: 1.22 eV
* HOMO energy: -0.1636 hartree
* HOMO-LUMO gap: 5.668 eV
* net charge: -1

Atomic partial charges in e from the Mulliken method, atoms 1 to 8: number 1, C, carries -0.2547; number 2, C, carries -0.2982; number 3, C, carries -0.2955; number 4, B, carries 0.2982; number 5, C, carries -0.7117; number 6, C, carries -0.4674; number 7, C, carries -0.6906; number 8, C, carries -0.7472